[1]
Density functional theory data (wB97M-V/def2-TZVPD) for a structure of composition C8H3NO4RuS3 in a non-equilibrium geometry.

XYZ file:
```
20
Properties=species:S:1:pos:R:3:forces:R:3:lowdin_charge:R:1
Ru -0.187966 0.601639 -0.556241 0.994 -0.424 -0.303 1.22
O -0.798435 -3.600247 -1.089095 -0.141 -0.224 -0.138 0.04
C -0.526482 -2.443950 -0.825644 1.660 -0.747 0.444 -0.67
O -1.222238 -1.406513 -0.976434 -0.709 1.636 0.015 -0.18
C 0.868259 -2.160090 -0.168180 -0.596 -0.425 -0.235 -0.19
C 1.995164 -2.965841 -0.214883 -0.173 0.085 0.043 0.01
C 3.146201 -2.523177 0.428905 -0.174 0.099 0.049 -0.03
C 3.124620 -1.340784 1.161298 -0.192 0.060 0.052 0.01
C 1.956377 -0.596474 1.160826 0.068 0.622 0.562 -0.18
N 0.888551 -1.014088 0.497549 0.134 0.167 -0.429 0.01
C 1.708867 0.768764 1.889709 1.069 -1.366 -0.209 -0.67
O 2.435918 1.049256 2.824283 0.186 0.150 0.238 0.04
O 0.740362 1.412017 1.411183 -1.380 0.559 -0.842 -0.18
H 1.956756 -3.895194 -0.760238 -0.010 -0.057 -0.066 0.12
H 4.060822 -3.097849 0.360541 -0.006 -0.045 0.030 0.11
H 3.978318 -0.977275 1.711705 0.059 0.032 0.005 0.12
S 3.239280 1.047581 -3.870463 -0.432 0.005 0.272 0.42
C 1.950869 0.977521 -2.816537 1.025 0.198 -0.885 -1.93
S 0.653269 -0.108289 -3.033423 -0.498 0.080 0.863 0.49
S 1.871648 1.974025 -1.422917 -0.883 -0.406 0.536 0.46
```
Positions in Å, forces in eV/Å.

Calculated values
Gap between HOMO and LUMO (spin up / spin down) = 6.95 / 5.95 eV
Charge = -1
Spin multiplicity = 6

=====

[2]
Density functional theory data (wB97M-V/def2-TZVPD) for a structure of composition C25H24N4O3PtS2SeTe in a non-equilibrium geometry.

XYZ file:
```
61
Properties=species:S:1:pos:R:3:forces:R:3:lowdin_charge:R:1
Pt -0.542230 -0.585598 -0.621377 1.059 -0.513 -0.332 0.39
N 0.907274 -2.166221 -1.267182 -0.416 0.024 0.523 0.12
C 2.045105 -2.350489 -1.272837 -0.179 -0.011 -0.302 -0.23
N 3.344891 -2.558520 -1.280013 0.101 -0.109 0.148 -0.07
C 3.977282 -2.954374 -2.545797 0.049 0.001 -0.029 -0.10
C 4.411631 -1.714955 -3.312342 -0.032 0.017 -0.059 -0.19
O 5.239925 -0.891724 -2.514520 0.042 -0.050 0.021 -0.12
C 4.557391 -0.441686 -1.353219 -0.042 0.057 -0.010 -0.19
C 4.154120 -1.617928 -0.482621 0.053 0.038 0.020 -0.10
H 3.277705 -3.562343 -3.117694 0.005 0.017 -0.014 0.13
H 4.845827 -3.565060 -2.291562 -0.010 0.019 -0.018 0.13
H 3.527813 -1.148730 -3.640304 0.000 -0.032 0.021 0.13
H 4.991393 -1.992851 -4.192257 -0.007 -0.002 0.013 0.13
H 3.666210 0.132992 -1.638430 0.003 -0.019 0.035 0.11
H 5.235204 0.222477 -0.818906 0.005 -0.023 -0.004 0.13
H 3.573334 -1.297591 0.382106 0.002 0.016 -0.016 0.12
H 5.036744 -2.163521 -0.143945 -0.012 0.022 0.017 0.13
Se -2.380462 -0.962664 -2.058145 -0.225 -0.111 -0.512 0.63
C -2.111014 -2.851690 -2.213651 0.115 -0.108 0.110 -0.65
C -1.884391 -3.476957 -3.432772 -0.048 0.101 -0.021 -0.12
C -1.598506 -4.832181 -3.440824 -0.001 -0.051 -0.048 -0.16
N -1.517748 -5.583533 -2.345233 0.022 -0.062 -0.044 0.05
C -1.754725 -4.979977 -1.185544 -0.048 0.097 0.115 -0.15
C -2.065249 -3.632528 -1.064495 -0.050 -0.040 -0.044 -0.14
H -1.914531 -2.921484 -4.360678 0.024 0.030 0.017 0.09
H -1.411364 -5.339306 -4.381448 -0.004 -0.005 -0.010 0.10
H -1.692047 -5.597316 -0.296236 0.000 -0.030 -0.008 0.11
H -2.264403 -3.199640 -0.091744 0.053 -0.002 0.003 0.09
C -2.733859 2.312288 -1.711996 -0.123 -0.105 0.000 -0.42
Te -0.810869 1.844834 -0.893551 -0.324 0.632 0.033 1.34
C -1.769582 2.473385 0.915574 0.177 -0.083 0.101 -0.35
C -2.781997 3.491774 0.473530 0.010 0.032 0.010 -0.29
C -3.245127 4.492172 1.318490 -0.001 -0.005 0.026 -0.04
C -4.151139 5.432838 0.854861 -0.029 0.026 -0.022 -0.08
C -4.591471 5.383412 -0.460729 0.001 0.022 0.036 -0.08
C -4.135065 4.385334 -1.306733 -0.033 -0.047 0.008 -0.04
C -3.240426 3.429166 -0.841939 0.031 0.073 -0.038 -0.29
H -3.365461 1.425644 -1.633517 -0.026 0.040 -0.023 0.00
H -2.648580 2.595125 -2.758715 0.036 -0.025 0.006 0.07
H -1.030931 2.880838 1.604140 0.001 -0.012 0.006 0.06
H -2.204835 1.567946 1.341663 -0.038 0.060 0.040 0.07
H -2.888848 4.539032 2.340318 0.015 0.002 0.003 0.12
H -4.503739 6.214450 1.514597 0.004 0.003 0.010 0.10
H -5.283378 6.129135 -0.828744 -0.012 0.001 -0.006 0.10
H -4.474766 4.346068 -2.334342 -0.004 -0.002 -0.010 0.12
O 0.536411 -2.477149 2.572180 0.087 0.024 -0.021 -0.28
S -0.039550 -1.187273 2.338836 -0.085 -0.156 -0.133 0.61
O -1.457143 -1.110305 2.098823 0.018 -0.037 0.057 -0.32
N 0.772031 -0.400112 1.090070 -0.584 0.286 0.284 -0.30
C 1.346074 0.735622 1.524850 0.205 -0.166 0.135 -0.90
S 2.177406 1.801787 0.575040 0.089 0.159 -0.137 0.62
C 1.168548 0.953612 2.994201 0.094 0.030 -0.095 -0.24
C 1.634550 2.009489 3.764101 -0.003 -0.028 -0.024 -0.03
C 1.314885 2.022918 5.112401 -0.023 -0.010 0.060 -0.06
C 0.550491 1.006338 5.686210 0.020 0.009 -0.016 -0.06
C 0.085812 -0.052526 4.919456 0.082 0.060 -0.010 -0.02
C 0.415581 -0.040117 3.577936 -0.020 -0.031 0.152 -0.23
H 2.225723 2.792957 3.310021 0.002 -0.007 -0.028 0.10
H 1.661700 2.836524 5.735575 0.010 0.005 -0.002 0.11
H 0.319624 1.046517 6.741905 -0.016 -0.005 0.017 0.11
H -0.507250 -0.848309 5.347171 -0.016 -0.018 0.006 0.13
```
Positions in Å, forces in eV/Å.

Calculated values
Gap between HOMO and LUMO = 7.10 eV
Charge = 0